(1)
Molecular formula: CH4S3
Method: DFT, ωB97M-V/def2-TZVPD

```
! RIJCOSX wB97M-V def2-TZVPD def2/J DEFGRID3
* xyz 0 1
C -0.152 0.763 0.280
S 1.840 -1.932 -0.715
S -1.103 -0.439 -0.680
S -2.912 -0.671 -0.046
H -0.168 1.750 -0.199
H 0.827 0.209 0.271
H -0.625 1.051 1.321
H 2.294 -0.731 -0.232
*
```

Summary:
Energy relative to the best compared isomer or geometry (same formula, charge and spin) ... 229.1 kJ/mol
Maximum force ... 2.50 eV/Å
HOMO level (alpha / beta) ... -0.316 / -0.336 Eh
E_LUMO (alpha / beta) ... -2.6 / -1.6 eV



(2)
Molecular formula: CH4N2O2
Method: DFT, ωB97M-V/def2-TZVPD

```
! RIJCOSX wB97M-V def2-TZVPD def2/J DEFGRID3
* xyz 0 1
C -0.140 -0.249 -0.536
N 1.518 0.122 0.770
N -1.393 -0.168 0.225
O -1.980 -1.205 0.481
O -1.785 0.937 0.501
H 0.158 0.708 -1.186
H 0.086 -1.210 -0.975
H 1.248 1.111 0.603
H 2.287 -0.046 0.117
*
```

Summary:
Energy relative to the best compared isomer or geometry (same formula, charge and spin) ... 540.1 kJ/mol
Maximum force ... 5.08 eV/Å
HOMO level (alpha / beta) ... -0.400 / -0.400 Eh
E_LUMO (alpha / beta) ... -1.3 / -1.3 eV



(3)
Molecular formula: C4H11NOS
Method: DFT, ωB97M-V/def2-TZVPD

```
! RIJCOSX wB97M-V def2-TZVPD def2/J DEFGRID3
* xyz 0 1
N -0.188 0.564 -1.453
C -0.183 -0.589 -0.540
C 0.039 -1.868 -1.379
O -0.776 -1.858 -2.515
C 0.908 -0.473 0.542
C 1.081 0.881 1.218
S -0.442 1.589 2.031
H 0.699 1.058 -1.433
H -0.918 1.198 -1.201
H -1.129 -0.765 -0.029
H -0.232 -2.644 -0.626
H 1.056 -2.185 -1.640
H -0.877 -0.906 -2.657
H 0.713 -1.229 1.305
H 1.866 -0.670 0.045
H 1.460 1.637 0.534
H 1.812 0.714 2.008
H -1.031 0.390 1.954
*
```

Summary:
Energy relative to the best compared isomer or geometry (same formula, charge and spin) ... 119.4 kJ/mol
Maximum force ... 1.88 eV/Å
Structure (SMILES) ... N[C@@H](CO)CCS
HOMO level ... -0.344 Eh
E_LUMO ... 0.8 eV



(4)
Molecular formula: C19H34IrN2O4P2S
Method: DFT, ωB97M-V/def2-TZVPD

```
! RIJCOSX wB97M-V def2-TZVPD def2/J DEFGRID3
* xyz 1 1
Ir -0.406 0.916 1.352
C -3.084 -0.800 2.808
P -2.572 0.203 1.394
C -3.128 -0.728 -0.055
C -3.666 1.674 1.417
C -2.996 2.742 0.547
P -1.279 2.921 1.138
C -0.439 3.993 -0.039
C -1.388 3.876 2.663
H -4.173 -0.802 2.875
H -2.661 -0.398 3.726
H -2.729 -1.823 2.686
H -4.182 -0.981 0.071
H -2.536 -1.635 -0.161
H -3.005 -0.129 -0.958
H -3.735 2.013 2.454
H -4.674 1.425 1.085
H -3.512 3.703 0.573
H -2.936 2.419 -0.496
H -1.045 4.887 -0.198
H -0.297 3.461 -0.978
H 0.533 4.284 0.360
H -1.825 4.847 2.426
H -0.393 4.009 3.085
H -1.995 3.363 3.406
C 1.962 -3.463 1.758
C 2.745 -2.502 0.882
N 2.470 -1.125 1.314
C 2.664 0.011 0.675
S 1.966 1.494 1.314
N 3.435 0.175 -0.395
C 4.257 -0.766 -1.164
C 3.537 -1.317 -2.385
H 2.062 -4.477 1.372
H 0.905 -3.198 1.767
H 2.327 -3.448 2.785
H 2.443 -2.614 -0.158
H 3.811 -2.713 0.968
H 1.860 -1.048 2.123
H 3.373 1.108 -0.772
H 4.606 -1.556 -0.510
H 5.143 -0.208 -1.467
H 2.592 -1.782 -2.106
H 4.161 -2.061 -2.882
H 3.317 -0.525 -3.103
O -0.306 1.107 3.428
C 0.141 -0.008 3.857
O 0.406 -0.950 3.105
H 0.281 -0.088 4.942
O -0.042 -1.324 -0.167
C -0.173 -0.456 -1.032
O -0.372 0.779 -0.707
C -0.158 -0.769 -2.489
C 0.095 0.224 -3.431
C 0.127 -0.095 -4.779
C -0.115 -1.400 -5.189
C -0.378 -2.389 -4.251
C -0.393 -2.076 -2.901
H 0.278 1.238 -3.099
H 0.336 0.673 -5.513
H -0.098 -1.646 -6.243
H -0.568 -3.405 -4.574
H -0.576 -2.839 -2.155
*
```

Summary:
Energy relative to the best compared isomer or geometry (same formula, charge and spin) ... 11.7 kJ/mol
Maximum force ... 0.46 eV/Å
HOMO level ... -0.416 Eh
E_LUMO ... -2.6 eV



(5)
Molecular formula: C5H6ClNS
Method: DFT, ωB97M-V/def2-TZVPD

```
! RIJCOSX wB97M-V def2-TZVPD def2/J DEFGRID3
* xyz 0 1
C -0.433 -0.628 2.003
C -0.739 0.019 0.878
Cl -2.306 0.693 0.612
C 0.301 0.445 -0.089
N 1.171 1.348 0.435
C 0.422 0.035 -1.393
C -0.361 -0.999 -2.041
S -1.523 -2.021 -1.494
H -1.184 -0.763 2.781
H 0.595 -0.989 2.174
H 0.981 1.765 1.342
H 1.938 1.733 -0.137
H 1.200 0.477 -1.993
H -0.063 -1.114 -3.078
*
```

Summary:
Energy relative to the best compared isomer or geometry (same formula, charge and spin) ... 120.1 kJ/mol
Maximum force ... 1.36 eV/Å
Structure (SMILES) ... C=C(Cl)/C(N)=C\C=S
HOMO level ... -0.293 Eh
E_LUMO ... -0.2 eV



(6)
Molecular formula: C4H14N2O3Si
Method: DFT, ωB97M-V/def2-TZVPD

```
! RIJCOSX wB97M-V def2-TZVPD def2/J DEFGRID3
* xyz 0 1
C 0.434 2.944 2.586
N 1.917 3.069 2.560
O 2.470 3.465 3.593
O 2.483 2.765 1.504
H 0.072 3.242 3.572
H 0.035 3.603 1.813
H 0.188 1.899 2.385
C 1.519 -2.110 -1.787
C 0.686 -1.706 -0.407
C 0.248 -0.131 -0.532
O -1.127 0.173 -0.107
Si -2.325 -0.372 -1.273
N -2.849 -2.036 -0.703
H 1.761 -3.276 -1.790
H 2.568 -1.561 -1.739
H 0.908 -1.834 -2.757
H -0.181 -2.447 -0.147
H 1.482 -1.815 0.473
H 0.964 0.476 0.206
H 0.521 0.279 -1.615
H -3.438 0.558 -1.406
H -1.704 -0.475 -2.618
H -2.819 -2.719 -1.518
H -3.814 -1.991 -0.291
*
```

Summary:
Energy relative to the best compared isomer or geometry (same formula, charge and spin) ... 302.3 kJ/mol
Maximum force ... 2.87 eV/Å
Structure (SMILES) ... C[N+](=O)[O-].CCCO[SiH2]N
HOMO level ... -0.373 Eh
E_LUMO ... 0.2 eV



What is the energy relative to the best compared isomer or geometry (same formula, charge and spin) in the fifth record?
120.1 kJ/mol



Look up the energy relative to the best compared isomer or geometry (same formula, charge and spin) of the second one.
540.1 kJ/mol



maximum force of number 5 (C5H6ClNS)?
1.36 eV/Å



The lowest energy relative to the best compared isomer or geometry (same formula, charge and spin) belongs to which entry?
C19H34IrN2O4P2S